{"formula": "C15H55BClGaNO14S", "method": "ωB97M-V/def2-TZVPD", "lumo_ev": 1.66, "orbital_gap_ev": 6.86, "e_homo_ha": -0.1910, "largest_force_ha_per_bohr": 0.027, "total_charge": -1, "symbols": ["C", "C", "B", "O", "Ga", "O", "Cl", "N", "C", "S", "H", "H", "H", "H", "H", "H", "H", "C", "O", "H", "H", "H", "H", "C", "O", "H", "H", "H", "H", "C", "O", "H", "H", "H", "H", "C", "O", "H", "H", "H", "H", "C", "O", "H", "H", "H", "H", "C", "O", "H", "H", "H", "H", "C", "O", "H", "H", "H", "H", "C", "O", "H", "H", "H", "H", "C", "O", "H", "H", "H", "H", "C", "O", "H", "H", "H", "H", "C", "O", "H", "H", "H", "H", "C", "O", "H", "H", "H", "H"], "positions_angstrom": [[-2.5163, -1.9555, -3.1073], [-3.1989, -3.1753, -3.7784], [-4.6332, -2.8706, -4.3579], [-4.8900, -3.3679, -5.6062], [-6.1745, -1.8181, -3.3976], [-6.9040, -2.6423, -1.9039], [-7.9060, -1.4848, -4.8542], [-5.4946, 0.0239, -2.9278], [-5.2855, 0.6121, -3.9319], [-4.6346, 1.2346, -5.2660], [-2.4880, -2.0410, -2.0358], [-3.0173, -1.0490, -3.4040], [-1.5141, -1.8433, -3.4652], [-3.2365, -4.0040, -3.0797], [-2.5667, -3.5042, -4.5999], [-5.7757, -3.1047, -5.8721], [-7.4322, -3.3832, -2.1912], [-1.0689, 3.1195, -4.1300], [-1.5756, 3.7192, -5.3212], [-0.0038, 3.3313, -4.0749], [-1.5660, 3.5384, -3.2506], [-1.2184, 2.0389, -4.1512], [-2.5136, 3.5135, -5.3438], [1.0807, -1.9869, -1.4291], [0.1200, -1.0479, -1.8962], [0.8574, -2.9575, -1.8677], [2.0871, -1.6783, -1.7296], [1.0273, -2.0666, -0.3426], [0.3399, -0.2028, -1.4949], [4.1439, 0.6052, -1.1637], [2.8377, 0.8767, -0.6567], [4.3169, -0.4645, -1.0881], [4.2200, 0.9072, -2.2123], [4.8975, 1.1274, -0.5723], [2.6893, 1.8229, -0.7235], [-2.2123, 1.0737, -0.8802], [-2.7189, 1.3058, -2.1877], [-1.1675, 1.3818, -0.8530], [-2.7814, 1.6600, -0.1508], [-2.2814, 0.0116, -0.6322], [-3.6427, 1.0255, -2.1946], [1.5349, 5.5701, -3.2240], [2.5087, 5.4101, -2.1863], [0.5571, 5.3455, -2.8098], [1.5378, 6.5972, -3.5958], [1.7414, 4.8819, -4.0451], [3.3673, 5.6100, -2.5644], [0.6309, -3.6345, 2.8402], [0.1191, -3.4169, 1.5254], [1.6692, -3.3241, 2.8624], [0.0623, -3.0392, 3.5649], [0.5675, -4.6954, 3.1002], [-0.8012, -3.6915, 1.5177], [4.5266, -4.4596, 4.2783], [3.5592, -3.5242, 3.8153], [4.2952, -5.4260, 3.8375], [5.5339, -4.1617, 3.9738], [4.4923, -4.5470, 5.3683], [3.7673, -2.6714, 4.2124], [-2.8186, 4.6210, 0.9923], [-4.0020, 3.8288, 1.0089], [-2.5150, 4.8110, 2.0186], [-2.0121, 4.0946, 0.4745], [-3.0122, 5.5752, 0.4952], [-4.2516, 3.6725, 0.0940], [5.9324, -0.9281, 2.1748], [6.5017, -0.2541, 1.0548], [4.8817, -1.1027, 1.9576], [6.4254, -1.8902, 2.3404], [6.0125, -0.3168, 3.0781], [7.4298, -0.1005, 1.2451], [-2.8464, -2.1122, 4.1858], [-2.0044, -2.1832, 5.3407], [-3.2544, -3.1018, 4.0003], [-3.6653, -1.4118, 4.3608], [-2.2677, -1.7912, 3.3160], [-1.6561, -1.3017, 5.4932], [2.3986, -2.8177, 6.8592], [2.2656, -1.7428, 5.9332], [3.3528, -2.7139, 7.3712], [1.5919, -2.7842, 7.5953], [2.3742, -3.7740, 6.3305], [1.4198, -1.8551, 5.4890], [2.9326, 5.4695, 1.2892], [1.5532, 5.4296, 0.9619], [3.0377, 5.8094, 2.3171], [3.3739, 4.4725, 1.1983], [3.4591, 6.1653, 0.6297], [1.4943, 5.1284, 0.0498]], "mulliken_charge": [-0.402, -0.871, 0.578, -0.553, 0.210, -0.632, -0.497, -0.345, 0.304, -0.397, 0.213, 0.106, 0.274, 0.290, 0.261, 0.262, 0.238, -0.338, -0.573, 0.141, 0.152, 0.290, 0.286, -0.574, -0.295, 0.302, 0.169, 0.232, 0.180, -0.606, -0.391, 0.185, 0.330, 0.257, 0.224, -0.343, -0.254, 0.068, 0.211, 0.138, 0.112, -0.484, -0.440, 0.145, 0.313, 0.279, 0.246, -0.026, -0.442, 0.009, 0.026, 0.256, 0.261, -0.619, -0.371, 0.252, 0.206, 0.262, 0.233, -0.450, -0.528, 0.240, 0.167, 0.266, 0.307, -0.543, -0.493, 0.170, 0.284, 0.325, 0.267, -0.506, -0.508, 0.219, 0.290, 0.198, 0.289, -0.553, -0.505, 0.247, 0.302, 0.222, 0.283, -0.476, -0.462, 0.248, 0.181, 0.222, 0.255]}